1.
Computed, not measured: a cluster of 2 separate species, C6H14O in total in a non-equilibrium geometry, with the ωB97M-V functional and the def2-TZVPD basis.

```
21
Properties=species:S:1:pos:R:3:mulliken_charge:R:1
C 1.515 0.454 1.042 -0.9951
C 0.539 1.363 0.444 -0.4382
C -0.721 1.668 1.455 -0.8394
C -1.426 0.391 1.766 -0.3898
C -1.567 -1.925 0.568 -0.7156
C -1.556 -0.565 0.548 -0.2665
H 2.566 0.869 0.793 0.2866
H 1.324 -0.578 0.664 0.2502
H 1.394 0.315 2.109 0.3108
H 0.864 2.438 0.284 0.3276
H 0.126 1.171 -0.595 0.3528
H -1.480 2.322 0.974 0.3588
H -0.243 2.112 2.412 0.2962
H -2.526 0.889 2.120 0.2104
H -1.014 -0.196 2.530 0.3812
H -1.173 -2.531 1.480 0.2405
H -1.823 -2.369 -0.474 0.2322
H -1.495 -0.050 -0.358 0.3980
H 2.662 -0.523 -4.837 0.3047
H 1.699 -1.287 -4.029 0.3120
O 2.302 -1.362 -4.752 -0.6172
```

The calculation puts the lowest unoccupied orbital energy at 0.60 eV. The orbital gap is 0.367 Eh.

2.
Computed, not measured: the ion C17H21BrNO with charge +1, with the ωB97M-V functional and the def2-TZVPD basis.

```
41
Properties=species:S:1:pos:R:3:mulliken_charge:R:1
C -1.471 -0.531 3.354 -1.4239
C -1.455 -1.933 2.769 0.4330
C -0.767 -2.938 3.679 -1.4897
H 0.227 -2.605 3.963 0.3663
H -1.348 -3.050 4.590 0.4381
H -0.697 -3.916 3.209 0.4012
H -2.485 -2.257 2.589 0.3513
N -0.800 -1.920 1.415 -0.0043
H -0.902 -2.845 0.985 0.4487
H -1.269 -1.220 0.802 0.3391
C 0.635 -1.528 1.347 -0.5706
C 1.061 -1.382 -0.091 0.2669
C 2.194 -2.026 -0.557 -0.7105
C 2.607 -1.848 -1.869 -0.3310
C 1.889 -1.027 -2.722 -0.6723
C 0.750 -0.386 -2.268 -0.5673
C 0.325 -0.556 -0.957 0.8757
O -0.808 0.009 -0.423 -0.4412
C -1.534 0.968 -1.194 -1.0752
C -0.731 2.195 -1.547 0.6030
C -0.929 2.828 -2.768 -0.3323
C -0.205 3.962 -3.088 -0.6358
C 0.729 4.464 -2.197 -0.4438
C 0.931 3.835 -0.981 -0.7129
C 0.200 2.707 -0.654 -0.0686
H 0.354 2.222 0.299 0.3561
H 1.655 4.225 -0.282 0.3962
H 1.297 5.346 -2.450 0.4013
H -0.368 4.451 -4.036 0.3895
H -1.657 2.436 -3.465 0.4132
H -1.939 0.493 -2.094 0.3737
H -2.372 1.243 -0.543 0.4250
H 0.210 0.256 -2.943 0.3863
H 2.214 -0.885 -3.740 0.4488
Br 4.166 -2.744 -2.486 -0.1587
H 2.768 -2.659 0.102 0.4722
H 1.249 -2.274 1.851 0.5536
H 0.741 -0.569 1.857 0.3277
H -0.487 -0.226 3.699 0.3608
H -1.839 0.194 2.632 0.3606
H -2.136 -0.510 4.212 0.4498
```

The calculation puts the lowest unoccupied orbital energy at -2.64 eV. Its charge is +1. The orbital gap is 0.332 Eh.

3.
Computed, not measured: a structure of composition C21H42BCrF3N3O7SSbSi3, with the ωB97M-V functional and the def2-TZVPD basis.

```
83
Properties=species:S:1:pos:R:3:mulliken_charge:R:1
Cr -1.457 -0.186 0.876 0.4412
C -4.396 3.477 2.313 -0.9208
O -3.166 2.747 2.373 -0.3225
C -2.434 2.580 1.289 -0.0509
O -1.452 1.829 1.358 0.0290
N -2.749 3.306 0.191 -0.1072
N -2.019 3.061 -0.982 -0.2217
H -4.830 3.391 3.304 0.2553
H -5.069 3.021 1.585 0.3665
H -4.211 4.528 2.087 0.3199
H -3.703 3.618 0.090 0.2927
H -2.018 3.915 -1.526 0.2770
H -2.497 2.323 -1.516 0.1586
F -4.510 1.547 -1.364 -0.2496
C -4.603 0.504 -0.457 -1.0888
F -4.442 1.202 0.765 0.0353
F -3.110 0.014 -0.597 0.5146
S -3.763 -1.548 2.008 0.8171
O -2.818 -3.198 1.568 -0.6325
O -4.541 -1.966 3.134 -0.5690
O -2.577 -0.723 2.443 -0.6221
O 0.253 -1.420 3.201 -0.2858
B 0.140 -0.418 2.238 0.3016
O 1.103 0.575 2.487 0.3597
C 1.777 0.176 3.616 0.5328
C 2.796 0.814 4.286 -1.0521
C 3.300 0.167 5.415 -0.6283
C 2.790 -1.056 5.837 -0.5350
C 1.753 -1.688 5.152 -1.1355
C 1.265 -1.038 4.041 0.8121
H 3.181 1.768 3.954 0.5281
H 4.099 0.631 5.976 0.4049
H 3.204 -1.527 6.719 0.3890
H 1.342 -2.634 5.474 0.5215
C 0.741 -2.911 -2.467 -0.9142
Si 0.164 -1.199 -2.974 0.9142
C 1.159 -0.593 -4.445 -1.0962
C -1.656 -1.182 -3.404 -0.8959
Sb 0.451 0.362 -0.963 -1.7931
Si 1.093 2.653 -1.900 1.4987
C -0.064 3.154 -3.308 -1.4274
C 1.105 3.851 -0.458 -1.2245
C 2.802 2.548 -2.668 -1.3227
Si 2.808 -0.440 -0.288 1.0878
C 3.684 0.943 0.646 -1.2976
C 2.655 -2.007 0.743 -1.1173
C 3.878 -0.852 -1.780 -1.2715
H 0.304 -3.669 -3.122 0.4772
H 0.459 -3.142 -1.439 0.0260
H 1.826 -2.992 -2.539 0.3511
H 0.870 -1.145 -5.343 0.4222
H 2.232 -0.733 -4.296 0.2898
H 0.976 0.466 -4.635 0.1765
H -1.901 -1.981 -4.109 0.4467
H -1.919 -0.229 -3.871 0.2850
H -2.286 -1.292 -2.521 0.0333
H -0.567 4.099 -3.096 0.4861
H -0.830 2.404 -3.516 0.2781
H 0.518 3.293 -4.221 0.4344
H 0.485 3.479 0.358 0.1118
H 0.730 4.834 -0.755 0.4566
H 2.122 3.977 -0.082 0.4125
H 2.842 1.762 -3.424 0.2490
H 3.594 2.371 -1.941 0.2790
H 3.009 3.498 -3.171 0.4399
H 2.997 1.722 0.978 0.1153
H 4.453 1.399 0.019 0.4850
H 4.172 0.537 1.535 0.5653
H 1.641 -2.204 1.092 0.1235
H 3.299 -1.950 1.624 0.4980
H 2.964 -2.870 0.150 0.4505
H 3.849 -0.082 -2.550 0.2605
H 3.606 -1.803 -2.238 0.3367
H 4.913 -0.934 -1.434 0.4133
C -2.272 -5.591 0.068 -1.3774
C -2.326 -4.205 -0.566 0.1395
C -2.155 -3.109 0.454 0.2962
N -1.402 -2.100 0.215 0.6784
H -2.528 -6.347 -0.674 0.3988
H -2.975 -5.663 0.895 0.3105
H -1.274 -5.809 0.448 0.3404
H -3.306 -4.024 -1.018 0.2796
H -1.577 -4.091 -1.348 -0.0446
```

The calculation puts the lowest unoccupied orbital energy (alpha / beta) at 0.38 / -1.77 eV. Its expectation value of S² is 6.095. Its spin multiplicity is 5. The orbital gap (alpha / beta) is 0.321 / 0.242 Eh.

The evaluated E_tot for the records listed, in turn: -312.143603, -3364.184188, -4392.258543 Ha.
The evaluated energy above the lowest of the compared OMol25 structures with the same formula, charge and spin for the records listed, in turn: 69.93, 3.87, 136.32 kcal/mol.